No. 1
Here is a molecular structure, C31H24KN8O2 from the OMol25 dataset. Energies are from ωB97M-V with the def2-TZVPD basis set.

Geometry (Å):
K: 0.1768 1.0480 -0.0238
O: -1.9017 2.0599 2.5103
C: -2.2533 1.1786 1.5779
N: -2.5686 1.4553 0.3747
C: -2.5938 2.7934 -0.0840
C: -3.4098 3.7127 0.5852
C: -3.5624 5.0141 0.1532
C: -2.8718 5.4317 -0.9789
C: -2.0658 4.5378 -1.6516
C: -1.9090 3.2005 -1.2514
N: -1.1706 2.3342 -2.0793
C: 0.0674 2.6829 -2.3717
O: 0.7918 3.5845 -1.9029
C: 0.7552 1.7303 -3.3277
C: 0.7559 1.9286 -4.7065
C: 1.4493 1.0439 -5.5087
C: 2.1252 -0.0134 -4.9120
C: 2.0645 -0.1308 -3.5341
N: 1.3970 0.7127 -2.7513
C: -2.2232 -0.2692 1.9917
C: -2.4700 -0.6161 3.3186
C: -2.4145 -1.9496 3.6709
C: -2.1213 -2.8886 2.6939
C: -1.8949 -2.4405 1.4030
N: -1.9497 -1.1628 1.0509
H: -3.9287 3.3708 1.4718
H: -4.2062 5.6961 0.6957
H: -2.9650 6.4510 -1.3354
H: -1.5203 4.8535 -2.5313
H: 0.2110 2.7646 -5.1238
H: 1.4647 1.1713 -6.5849
H: 2.6836 -0.7309 -5.4987
H: 2.5732 -0.9453 -3.0278
H: -2.6644 0.1566 4.0478
H: -2.5821 -2.2542 4.6964
H: -2.0535 -3.9427 2.9289
H: -1.6414 -3.1404 0.6120
C: 4.4143 -1.5887 1.6670
C: 4.1051 -2.9185 1.4404
C: 3.0653 -3.2236 0.5779
C: 2.3787 -2.1801 -0.0364
N: 2.6687 -0.8988 0.1851
C: 3.6573 -0.6193 1.0240
C: 1.2645 -2.4433 -0.9877
C: 1.3345 -3.4846 -1.9104
C: 0.3048 -3.6253 -2.8259
C: -0.7509 -2.7282 -2.7893
C: -0.7387 -1.7318 -1.8230
N: 0.2432 -1.5975 -0.9393
H: 5.2028 -1.3012 2.3482
H: 4.6496 -3.7082 1.9428
H: 2.7725 -4.2489 0.3949
H: 3.8474 0.4330 1.1993
H: 2.1920 -4.1449 -1.9240
H: 0.3362 -4.4141 -3.5673
H: -1.5664 -2.7874 -3.4964
H: -1.5444 -1.0086 -1.7414
N: 0.0946 1.0355 3.6584
C: 0.2630 0.5003 4.8755
C: 0.9157 -0.7222 4.7686
C: 1.1058 -0.8624 3.3910
N: 0.6216 0.1940 2.7361
H: -1.0799 1.7096 3.0712
H: -0.0958 1.0145 5.7554
H: 1.2036 -1.3978 5.5576
H: 1.5610 -1.6801 2.8505

Force components x, y, z for each atom (eV/Å):
K 0.6 -0.2 0.2
O -0.4 0.1 -0.4
C 0.1 0.2 0.0
N 0.1 -0.2 -0.3
C -0.1 0.2 0.0
C 0.0 0.0 0.0
C 0.0 0.0 0.0
C 0.0 0.0 0.0
C 0.0 0.0 0.0
C -0.1 0.1 -0.2
N -0.1 -0.1 0.2
C -0.2 -0.1 0.0
O 0.1 0.1 0.0
C -0.1 0.0 0.0
C 0.0 0.0 0.0
C 0.0 0.0 0.0
C 0.0 0.0 0.0
C 0.0 0.0 0.0
N 0.0 0.1 0.0
C -0.2 0.1 0.1
C 0.0 0.0 -0.1
C 0.0 0.0 0.0
C 0.0 0.0 0.0
C 0.0 0.0 0.0
N -0.1 -0.1 -0.1
H 0.0 0.0 0.0
H 0.0 0.0 0.0
H 0.0 0.0 0.0
H 0.0 0.0 0.0
H 0.0 0.0 0.0
H 0.0 0.0 0.0
H 0.0 0.0 0.0
H 0.0 0.0 0.0
H 0.0 0.0 0.0
H 0.0 0.0 0.0
H 0.0 0.0 0.0
H 0.0 0.0 0.0
C 0.0 0.0 0.0
C 0.0 0.0 0.0
C 0.0 0.0 0.0
C 0.0 -0.1 0.1
N 0.0 0.0 0.0
C 0.0 0.0 0.0
C 0.1 0.0 -0.1
C 0.0 0.0 0.1
C 0.0 0.0 0.0
C 0.0 0.0 0.0
C -0.1 0.0 0.0
N 0.1 0.0 -0.2
H 0.0 0.0 0.0
H 0.0 0.0 0.0
H 0.0 0.0 0.0
H 0.0 0.0 0.0
H 0.0 0.0 0.0
H 0.0 0.0 0.0
H 0.0 0.0 0.0
H 0.0 0.0 0.0
N 0.2 -0.2 0.1
C 0.0 0.0 0.0
C 0.0 0.0 0.0
C 0.1 0.0 0.0
N -0.1 0.1 0.0
H 0.2 -0.1 0.2
H 0.0 0.0 0.0
H 0.0 0.0 0.0
H 0.0 0.0 0.0

Values from the calculation:
**F_max**: 0.6 eV Å⁻¹
**Highest occupied orbital energy**: -4.2 eV
**Charge**: -1
**Calculated total energy**: -2384.317855 a.u.
**Molar mass**: 579.69 g/mol
**2S+1**: 1

Results of the natural (NBO) charge analysis, in e, for atoms 1 through 8: atom 1 (K): 0.907, atom 2 (O): -0.740, atom 3 (C): 0.536, atom 4 (N): -0.527, atom 5 (C): 0.158, atom 6 (C): -0.224, atom 7 (C): -0.257, atom 8 (C): -0.237


No. 2
Here is a molecular structure, C31H24N10NaO7 at a distorted geometry from the OMol25 dataset. Energies are from ωB97M-V with the def2-TZVPD basis set.

Geometry (Å):
Na: -0.0111 -0.3438 -0.2037
O: -0.8120 -4.6724 0.7061
C: -2.1115 -4.7269 1.0075
C: -2.7951 -5.9467 0.9459
C: -4.1414 -6.0158 1.2606
C: -4.8328 -4.8765 1.6576
C: -4.1638 -3.6628 1.7120
C: -2.8182 -3.5627 1.3831
C: -2.0863 -2.2567 1.3740
O: -0.8060 -2.3025 1.2201
N: -2.8348 -1.2004 1.4380
N: -2.4174 0.0562 1.2885
C: -1.8226 0.6888 2.2211
C: -1.4876 2.1049 2.1084
C: -0.6381 2.6856 3.0582
C: -0.2243 3.9920 2.8875
C: -0.6891 4.7083 1.7936
C: -1.5944 4.0719 0.9508
N: -1.9990 2.8237 1.1038
H: -0.5691 -3.6646 0.8583
H: -2.2509 -6.8339 0.6443
H: -4.6541 -6.9701 1.2015
H: -5.8824 -4.9388 1.9200
H: -4.6732 -2.7530 2.0024
H: -1.5274 0.1850 3.1480
H: -0.2767 2.0931 3.8903
H: 0.4651 4.4510 3.5882
H: -0.3550 5.7167 1.5900
H: -2.0247 4.6066 0.1085
O: 2.4229 -1.5199 3.3798
C: 2.0267 -0.9098 2.2199
O: 1.2246 -0.0181 2.2726
C: 2.7111 -1.4404 1.0300
C: 3.8038 -2.2917 1.1723
C: 4.4310 -2.7531 0.0282
C: 3.9243 -2.3837 -1.2014
C: 2.8150 -1.5327 -1.2568
N: 2.2404 -1.0497 -0.1624
C: 2.2369 -1.1835 -2.6452
O: 2.3823 -2.0971 -3.4945
O: 1.6921 -0.0793 -2.7595
H: 1.8331 -1.1581 4.0528
H: 4.1342 -2.5667 2.1631
H: 5.2891 -3.4106 0.1063
H: 4.3469 -2.7410 -2.1290
N: 2.4587 3.5995 -0.1186
C: 2.1479 2.4546 0.5217
N: 1.1119 1.8965 -0.0297
C: 0.7888 2.7336 -1.0759
N: 1.5933 3.8052 -1.1523
C: -0.2872 2.4385 -1.9735
C: -0.5009 3.1970 -3.1341
N: -1.4824 2.9614 -3.9831
C: -2.2877 1.8946 -3.6655
C: -2.0695 1.1275 -2.5352
N: -1.0962 1.3713 -1.6677
H: 3.2180 4.2343 0.0272
H: 2.7002 2.0691 1.3650
H: 0.1644 4.0242 -3.3651
H: -3.1019 1.6849 -4.3525
H: -2.7117 0.2814 -2.2987
O: -0.9720 -1.6495 -1.5606
N: -1.3110 -2.2593 -2.6162
C: -0.6778 -1.9968 -3.7874
C: -1.0364 -2.6535 -4.9411
C: -2.0599 -3.5935 -4.9350
C: -2.6949 -3.8484 -3.7259
C: -2.3157 -3.1736 -2.5905
H: 0.1249 -1.2716 -3.7215
H: -0.4991 -2.4251 -5.8508
H: -2.3498 -4.1147 -5.8372
H: -3.4907 -4.5770 -3.6491
H: -2.7680 -3.3202 -1.6214

Force components x, y, z for each atom (eV/Å):
Na -0.2 0.8 0.0
O -0.1 -0.2 0.0
C 0.1 0.1 0.1
C 0.0 -0.1 0.0
C 0.1 0.0 0.0
C -0.1 0.0 0.0
C 0.0 0.0 0.0
C 0.1 -0.2 0.0
C 0.1 0.6 -0.2
O 0.3 0.4 0.2
N -0.7 -0.9 0.5
N 0.6 0.8 -0.3
C -0.3 -0.8 0.2
C 0.2 0.7 -0.1
C 0.0 -0.2 -0.1
C 0.0 0.2 -0.1
C 0.0 -0.2 0.1
C 0.0 0.2 0.0
N -0.1 -0.2 0.0
H -0.1 -0.1 0.0
H 0.1 0.0 0.0
H 0.0 0.0 0.0
H 0.0 0.0 0.0
H 0.0 0.0 0.0
H -0.1 0.0 0.0
H 0.0 0.0 -0.1
H 0.0 0.0 0.0
H 0.0 0.0 0.0
H 0.1 0.0 0.0
O 0.1 -0.2 -0.2
C -0.4 0.3 1.0
O 0.0 -0.1 -0.3
C 0.6 -0.5 -0.8
C -0.3 0.3 0.3
C 0.0 0.0 -0.2
C 0.1 0.0 0.3
C 0.1 -0.1 -0.2
N 0.2 -0.3 0.4
C -0.1 0.0 -0.1
O 0.2 0.0 0.1
O 0.0 -0.1 0.1
H 0.0 0.1 0.0
H 0.0 -0.1 0.0
H 0.0 0.0 0.0
H -0.1 0.0 0.0
N 0.0 -0.3 0.1
C 0.1 0.3 -0.1
N -0.1 -0.1 0.1
C -0.1 0.2 -0.3
N 0.0 0.1 -0.1
C 0.2 0.6 -0.1
C -0.4 -0.2 0.0
N 0.4 0.5 -0.2
C -0.3 -0.4 0.2
C 0.0 0.3 -0.2
N 0.0 -0.6 0.3
H 0.0 0.0 0.1
H 0.0 0.1 0.0
H 0.0 0.0 0.0
H 0.0 -0.1 0.1
H 0.0 0.0 -0.1
O -0.3 -0.6 -0.1
N -0.1 -0.1 -0.4
C 0.2 0.1 -0.1
C -0.2 -0.2 -0.1
C 0.1 0.1 0.2
C 0.0 0.0 -0.2
C 0.0 0.0 0.2
H -0.1 0.1 0.0
H 0.1 0.1 0.0
H 0.0 0.0 0.0
H 0.0 0.0 0.0
H 0.1 0.0 0.1

Values from the calculation:
**F_max**: 1.3 eV Å⁻¹
**Highest occupied orbital energy (spin up / spin down)**: 1.5 / -2.0 eV
**ΔE to the lowest compared entry with this formula, charge and spin**: 0.3442 eV
**Charge**: -2
**Calculated total energy**: -2432.325234 a.u.
**Molar mass**: 671.59 g/mol
**2S+1**: 2

Results of the Mulliken charge analysis, in e, for atoms 1 through 8: atom 1 (Na): 0.859, atom 2 (O): -0.795, atom 3 (C): 0.143, atom 4 (C): -0.631, atom 5 (C): -0.308, atom 6 (C): -0.670, atom 7 (C): -0.192, atom 8 (C): 0.283


No. 3
Here is a molecular structure, C31H25AsN3O2Tc from the OMol25 dataset. Energies are from ωB97M-V with the def2-TZVPD basis set.

Geometry (Å):
Tc: 1.2047 0.7716 0.9086
C: 2.2884 1.8553 -3.7573
N: 2.7453 2.2259 -2.4047
C: 3.7973 3.0926 -2.2328
C: 4.2512 3.4368 -1.0123
C: 3.6082 2.8857 0.1336
N: 2.5890 2.0247 -0.0650
C: 2.1653 1.6970 -1.3146
O: 1.2074 0.8643 -1.3347
N: 3.9786 3.1999 1.3600
H: 2.8838 1.0263 -4.1345
H: 2.4006 2.7175 -4.4087
H: 1.2426 1.5736 -3.7078
H: 4.2339 3.4838 -3.1422
H: 5.0754 4.1267 -0.9058
H: 4.7299 3.8563 1.5152
H: 3.5073 2.8288 2.1699
C: -3.9105 -4.5508 -5.1940
C: -2.6046 -4.6206 -4.6832
C: -2.2020 -3.7256 -3.7276
C: -3.1424 -2.7687 -3.2569
C: -4.4572 -2.6849 -3.7920
C: -4.8304 -3.5885 -4.7523
As: -2.6782 -1.6571 -1.9018
C: -3.6878 -0.6198 -0.7537
C: -5.0009 -0.1642 -0.8634
C: -5.5603 0.4904 0.2273
C: -4.8138 0.6664 1.3814
C: -3.4867 0.2088 1.4783
C: -2.9010 -0.4238 0.4076
C: -1.5221 -0.9822 0.3718
C: -0.6046 -0.9570 1.4406
C: 0.6350 -1.6073 1.3002
C: 1.0099 -2.1959 0.0748
C: 0.1184 -2.2242 -0.9779
C: -1.1489 -1.6578 -0.7960
H: -4.2160 -5.2600 -5.9546
H: -1.9211 -5.3765 -5.0453
H: -1.1982 -3.7692 -3.3272
H: -5.1568 -1.9351 -3.4475
H: -5.8281 -3.5595 -5.1692
H: -5.5792 -0.2974 -1.7674
H: -6.5764 0.8572 0.1725
H: -5.2614 1.1653 2.2317
H: -2.9525 0.3508 2.4084
H: -0.9304 -0.6238 2.4169
H: 1.2471 -1.7782 2.1769
H: 1.9670 -2.6929 -0.0152
H: 0.3941 -2.7124 -1.9025
O: -0.6790 3.0337 1.6872
C: 0.0238 2.1969 1.4060
C: 1.8120 0.8381 2.5381
C: 2.3907 0.9211 3.8026
C: 1.6214 1.3531 4.9103
C: 2.2108 1.4197 6.1516
C: 3.5477 1.0513 6.3100
C: 4.3128 0.6187 5.2250
C: 3.7501 0.5546 3.9711
H: 0.5848 1.6354 4.7776
H: 1.6383 1.7545 7.0058
H: 3.9994 1.1008 7.2926
H: 5.3455 0.3331 5.3721
H: 4.3325 0.2165 3.1226

Force components x, y, z for each atom (eV/Å):
Tc 0.1 -0.1 -0.3
C 0.0 0.0 0.0
N -0.1 -0.1 0.0
C 0.0 0.0 0.0
C 0.0 0.0 0.0
C 0.0 0.1 0.0
N -0.1 0.0 -0.1
C 0.2 0.1 0.0
O 0.0 -0.1 0.1
N 0.0 0.0 0.0
H 0.0 0.0 0.0
H 0.0 0.0 0.0
H 0.0 0.0 0.0
H 0.0 0.0 0.0
H 0.0 0.0 0.0
H 0.0 0.0 0.0
H 0.0 0.0 0.0
C 0.0 0.0 0.0
C 0.0 0.0 0.0
C 0.1 0.0 0.0
C 0.1 0.2 0.0
C -0.1 0.0 0.0
C 0.0 0.0 0.0
As -0.1 -0.2 0.3
C 0.0 0.0 -0.2
C 0.0 0.0 0.0
C 0.0 0.0 0.0
C 0.0 0.0 0.0
C 0.0 0.0 0.0
C 0.0 0.0 0.1
C 0.1 0.0 0.0
C -0.2 0.1 0.0
C 0.0 0.0 0.0
C 0.0 0.0 0.0
C -0.1 -0.1 0.0
C 0.0 0.1 -0.1
H 0.0 0.0 0.0
H 0.0 0.0 0.0
H 0.0 0.0 0.0
H 0.0 0.0 0.0
H 0.0 0.0 0.0
H 0.0 0.0 0.0
H 0.0 0.0 0.0
H 0.0 0.0 0.0
H 0.0 0.0 0.0
H 0.0 0.0 0.0
H 0.0 0.0 0.0
H 0.0 0.0 0.0
H 0.0 0.0 0.0
O 0.0 0.0 0.0
C 0.0 0.0 0.1
C 0.1 -0.1 0.3
C 0.0 0.0 0.0
C 0.0 0.0 0.0
C 0.0 0.0 0.0
C 0.0 0.0 0.0
C 0.0 0.0 0.0
C 0.0 0.0 0.0
H 0.0 0.0 0.0
H 0.0 0.0 0.0
H 0.0 0.0 0.0
H 0.0 0.0 0.0
H 0.0 0.0 0.0

Values from the calculation:
**F_max**: 0.3 eV Å⁻¹
**Highest occupied orbital energy**: -19.2 eV
**ΔE to the lowest compared entry with this formula, charge and spin**: 0.0000 eV
**Charge**: +4
**Calculated total energy**: -3826.129247 a.u.
**Molar mass**: 644.48 g/mol
**2S+1**: 1

Results of the natural (NBO) charge analysis, in e, for atoms 1 through 8: atom 1 (Tc): 0.356, atom 2 (C): -0.413, atom 3 (N): -0.359, atom 4 (C): 0.141, atom 5 (C): -0.321, atom 6 (C): 0.504, atom 7 (N): -0.546, atom 8 (C): 0.778


No. 4
Here is a molecular structure, C31H25BCl6N9O6Ti at a distorted geometry from the OMol25 dataset. Energies are from ωB97M-V with the def2-TZVPD basis set.

Geometry (Å):
Ti: -0.0454 -0.9444 1.2938
C: -4.0642 0.4821 -1.9799
C: -2.7133 0.8825 -2.4777
C: -2.2069 0.8140 -3.7949
C: -0.9338 1.3189 -3.6936
N: -0.7248 1.6741 -2.4060
N: -1.8160 1.3964 -1.6559
B: 0.6377 1.9937 -1.7595
N: 0.4128 2.5894 -0.3729
C: -0.1223 3.7885 -0.0715
C: -0.0561 3.9453 1.2934
C: 0.5532 2.7601 1.7549
C: 0.8724 2.3659 3.1620
N: 0.8358 1.9579 0.7416
N: 1.4014 0.6446 -1.5803
C: 2.6833 0.2834 -1.7229
C: 2.7789 -1.0182 -1.3005
C: 1.5041 -1.3847 -0.8555
C: 0.7493 -4.1875 1.3573
N: 0.6495 -0.3342 -1.0771
N: 1.3573 3.0012 -2.7117
C: 0.7352 3.9828 -3.3977
C: 1.6928 4.7472 -4.0253
C: 2.9092 4.1484 -3.6523
C: 4.3025 4.5535 -4.0153
N: 2.6956 3.1074 -2.8629
H: -4.8203 1.2271 -2.2415
H: -4.3727 -0.4738 -2.4061
H: -4.0438 0.3759 -0.8962
H: -2.7006 0.4414 -4.6774
H: -0.1624 1.4457 -4.4361
H: -0.5375 4.4258 -0.8352
H: -0.4149 4.7757 1.8787
H: 0.5056 3.1188 3.8598
H: 0.4156 1.4078 3.4134
H: 1.9490 2.2499 3.2971
H: 3.4051 0.9603 -2.1351
H: 3.6687 -1.6284 -1.2664
H: 2.0415 -2.4994 0.9289
H: 0.6296 -5.1667 1.8182
H: 1.6562 -3.7172 -0.8015
H: -0.3387 4.0642 -3.3928
H: 1.5383 5.5987 -4.6673
H: 4.3302 5.0131 -5.0044
H: 4.7028 5.2763 -3.3007
H: 4.9605 3.6852 -4.0154
O: 0.0390 -5.0823 7.0606
C: 0.9752 -4.7957 6.2892
O: 2.1488 -5.2087 6.2499
C: 0.6143 -3.7654 5.1869
C: -0.7139 -3.4350 4.9326
C: -1.0233 -2.5444 3.9246
N: -0.0751 -1.9625 3.1872
C: 1.2159 -2.2672 3.4271
C: 1.5956 -3.1560 4.4129
C: 2.2489 -1.4879 2.5753
O: 3.3852 -1.8950 2.4261
O: 1.7252 -0.3631 2.1897
H: -1.4828 -3.8881 5.5427
H: -2.0412 -2.2612 3.6883
H: 2.6375 -3.3922 4.5758
Cl: -3.3769 3.5074 2.4059
C: -3.1279 1.9151 1.6296
C: -2.3135 0.9677 2.5093
O: -2.5207 0.8307 3.6928
O: -1.4244 0.3254 1.8116
H: -2.6406 2.0667 0.6696
H: -4.1181 1.4836 1.4937
Cl: -4.4752 -2.2843 -0.5838
C: -2.8943 -2.8503 -1.0990
C: -1.7832 -2.4761 -0.3611
C: -0.6109 -3.0358 -0.7908
Cl: 0.8952 -2.8117 0.1672
C: -0.4908 -3.7726 -1.9323
Cl: 1.2274 -4.4858 -2.4492
C: -1.5807 -4.1507 -2.6773
Cl: -1.4494 -5.1476 -4.0829
C: -2.8250 -3.6578 -2.2362
Cl: -4.2403 -4.0678 -3.1456

Force components x, y, z for each atom (eV/Å):
Ti -1.8 3.4 0.7
C 0.0 0.2 -0.1
C -0.1 0.1 0.0
C 0.0 0.0 0.0
C 0.0 0.0 0.0
N 0.0 0.0 -0.1
N 0.0 0.1 0.0
B -0.1 -0.1 -0.1
N 0.3 0.2 0.0
C -0.1 -0.1 0.1
C 0.0 0.0 0.0
C 0.0 0.1 0.1
C 0.0 0.0 0.0
N -0.1 0.0 0.0
N -0.7 1.0 -0.2
C -0.4 -0.3 -0.1
C 0.7 -1.1 0.6
C -1.2 2.4 -1.5
C -0.3 -1.0 0.7
N 0.9 -1.8 1.2
N -0.1 0.0 0.0
C 0.0 0.0 0.0
C 0.0 0.0 0.0
C 0.0 -0.1 0.0
C 0.0 0.0 0.0
N 0.0 -0.2 0.1
H 0.0 0.0 0.0
H 0.0 0.2 0.0
H 0.0 0.0 -0.1
H 0.0 0.0 0.0
H 0.0 0.0 0.0
H 0.1 0.0 0.0
H 0.0 0.0 0.0
H 0.0 0.0 0.0
H 0.0 0.1 0.0
H 0.0 0.0 0.0
H 0.1 0.1 0.0
H 0.0 0.1 0.0
H 0.4 -1.0 -0.6
H -0.2 -0.1 -0.2
H -0.9 0.9 1.2
H 0.0 0.0 0.0
H 0.0 0.0 0.0
H 0.0 0.0 0.0
H 0.0 0.0 0.0
H 0.0 0.0 0.0
O 0.0 0.0 -0.1
C 0.0 -0.1 0.0
O 0.0 0.1 0.0
C 0.0 0.0 0.0
C 0.0 0.0 0.1
C -0.1 0.1 -0.1
N 0.6 -0.1 -0.5
C 0.4 -0.1 0.1
C 0.0 -0.1 -0.1
C -0.5 0.3 1.8
O 0.1 0.2 0.0
O -0.1 -0.9 -1.3
H 0.0 0.0 0.0
H 0.0 0.0 0.0
H 0.0 0.0 0.0
Cl -0.1 0.0 0.0
C 0.0 0.0 0.0
C -0.1 0.1 -0.1
O 0.0 0.0 0.0
O 0.7 -1.1 -0.4
H 0.0 0.0 0.0
H 0.0 0.0 -0.1
Cl 0.0 -0.5 0.2
C 0.0 0.3 0.0
C 0.8 0.4 1.3
C -0.5 -1.7 -2.9
Cl 2.8 0.4 0.4
C 1.0 -1.0 -0.2
Cl -1.6 0.5 0.1
C -0.3 0.3 -0.1
Cl 0.0 0.0 0.0
C 0.2 -0.1 -0.1
Cl 0.0 0.0 0.0

Values from the calculation:
**F_max**: 3.9 eV Å⁻¹
**Highest occupied orbital energy (spin up / spin down)**: -3.3 / -3.3 eV
**ΔE to the lowest compared entry with this formula, charge and spin**: 16.0957 eV
**Charge**: -2
**Calculated total energy**: -5775.775758 a.u.
**Molar mass**: 890.99 g/mol
**2S+1**: 4

Results of the Mulliken charge analysis, in e, for atoms 1 through 8: atom 1 (Ti): 0.831, atom 2 (C): -1.186, atom 3 (C): 0.630, atom 4 (C): -1.492, atom 5 (C): -0.464, atom 6 (N): 1.536, atom 7 (N): -0.746, atom 8 (B): -0.380


Q: Among the records above, which one has the lowest molar mass?
A: C31H24KN8O2


Q: What is the F_max in the second record?
A: 1.3 eV Å⁻¹


Q: 2S+1 of number 1 (C31H24KN8O2)?
A: 1